Entry 1:
14
Properties=species:S:1:pos:R:3:forces:R:3 method="wB97M-V/def2-TZVPD" gap_ev=9.5 smiles="C=CC.C=N"
C -1.71724 0.52929 -0.51963 1.1 1.6 2.3
H 2.68147 0.02711 1.56680 0.1 -0.2 -0.1
H 2.57752 -0.58557 -1.25582 -0.2 0.1 -0.1
H -2.51559 -0.86524 0.83539 0.1 -0.1 0.0
H -3.70874 0.31843 0.12414 -0.2 -0.3 -0.6
H 0.39467 1.33727 -0.10790 0.1 -0.5 -0.3
H 2.12098 -1.69786 0.13715 -0.3 0.2 0.1
C -2.70130 -0.07627 0.11849 0.0 0.1 0.4
C 2.43232 -0.70096 -0.18584 1.3 0.0 0.4
H -0.05532 -0.11436 0.94323 0.1 -0.4 -0.7
H -0.50250 -0.12739 -1.05833 3.0 -0.5 1.5
C 0.03837 0.30777 -0.05701 -4.9 0.3 -2.6
H -1.87745 1.41705 -1.11891 0.0 -0.1 -0.2
N 2.83281 0.23075 0.57823 -0.1 -0.1 -0.2

***

Entry 2:
14
Properties=species:S:1:pos:R:3:forces:R:3 method="wB97M-V/def2-TZVPD" gap_ev=10.0 smiles="C=CCNC"
C -1.16667 0.14461 -0.39626 -1.3 -0.4 -0.8
C 1.77634 -0.82806 0.03570 0.7 -1.3 0.5
H -0.15737 1.88452 0.14448 0.1 -0.6 0.3
C -2.21566 -0.49043 0.14205 0.8 0.7 0.2
H -1.22687 0.31686 -1.48645 0.4 -0.1 0.5
H -2.30157 -0.61032 1.21869 0.0 -0.2 -0.1
H 1.95835 1.15460 0.09150 -0.6 -0.3 -0.4
H -0.06212 0.58347 1.38309 -0.2 0.0 0.2
C -0.02778 0.78953 0.30719 0.2 0.7 0.0
H -3.04687 -0.80187 -0.47155 0.0 -0.1 0.0
H 1.03689 -1.57752 -0.34150 0.8 0.3 0.4
H 2.76629 -0.95236 -0.52242 -1.3 -0.1 0.9
H 1.91972 -0.94175 1.17067 0.0 -0.4 -1.3
N 1.27373 0.46435 -0.24551 0.4 1.8 -0.5

***

Entry 3:
14
Properties=species:S:1:pos:R:3:forces:R:3 method="wB97M-V/def2-TZVPD" gap_ev=9.0 smiles="C=CN.C=C"
H 1.90095 -0.97671 0.22559 -0.6 1.4 -0.5
H -1.47607 -1.96703 -0.07322 0.0 0.7 0.2
H 2.66547 0.69999 0.71103 -0.3 -1.3 -1.8
C -1.61849 0.17257 0.30902 0.5 -2.6 -0.5
H 2.66231 1.43925 -1.67846 -1.3 -0.5 0.4
H -1.98082 0.96433 2.17197 0.0 -0.9 -0.8
H -1.53930 1.13990 -0.04294 0.4 1.8 -1.1
H -0.86040 -0.82581 -1.39860 -0.7 0.0 0.7
C -1.35284 -0.92705 -0.40774 0.8 0.1 -1.4
N -2.03591 0.11589 1.58325 -0.1 -1.0 4.2
C 2.15305 0.06476 -0.11464 0.7 1.0 -0.3
H 1.23692 0.26601 -2.04932 0.0 -0.8 -0.8
C 1.99182 0.59131 -1.37739 1.5 0.2 2.9
H -1.74667 -0.75741 2.14144 -0.8 2.0 -1.4

***

Entry 4:
14
Properties=species:S:1:pos:R:3:forces:R:3 method="wB97M-V/def2-TZVPD" gap_ev=9.1 smiles="C=CNCC"
H 0.11202 3.57669 0.55637 1.0 -0.2 -0.3
C -0.41006 -2.17659 -0.06480 1.8 0.3 0.2
H 1.48093 1.34838 0.43537 0.0 0.1 0.3
H -0.23117 -2.61890 0.91282 -0.4 -0.1 0.1
H -1.21664 2.79019 -0.23522 -0.1 -0.9 0.2
H -0.11435 -2.91862 -0.79577 -0.3 -0.2 -0.2
H 1.12514 -0.82160 -1.08888 -0.7 -0.5 -0.3
C 0.43030 1.45278 0.19934 -1.6 0.4 0.4
H -1.44332 -1.87664 -0.16587 -0.2 -0.1 -0.1
H 1.35472 -0.97394 0.56053 -0.4 -0.2 0.4
C 0.53450 -0.95155 -0.16276 -0.4 0.6 -0.3
N -0.27310 0.24949 0.10558 1.6 -0.3 -0.2
C -0.20812 2.62810 0.14430 -0.2 0.9 0.0
H -1.14084 0.29220 -0.40103 -0.1 0.1 -0.1

***

ΔE to the lowest compared entry with this formula, charge and spin? In order: 113.3, 23.9, 53.0, 23.5 kcal per mole.